{"formula": "C23H76N14O15", "method": "wB97M-V/def2-TZVPD", "symbols": ["C", "O", "H", "H", "H", "H", "C", "O", "H", "H", "H", "H", "C", "O", "H", "H", "H", "H", "C", "O", "H", "H", "H", "H", "C", "O", "N", "N", "H", "H", "H", "H", "C", "O", "N", "N", "H", "H", "H", "H", "C", "O", "N", "N", "H", "H", "H", "H", "C", "O", "N", "N", "H", "H", "H", "H", "C", "O", "N", "N", "H", "H", "H", "H", "C", "O", "N", "N", "H", "H", "H", "H", "C", "O", "N", "N", "H", "H", "H", "H", "C", "C", "C", "O", "H", "H", "H", "H", "H", "H", "H", "H", "C", "C", "C", "O", "H", "H", "H", "H", "H", "H", "H", "H", "C", "C", "C", "O", "H", "H", "H", "H", "H", "H", "H", "H", "C", "C", "C", "O", "H", "H", "H", "H", "H", "H", "H", "H"], "positions_angstrom": [[0.193609, -4.564391, -0.609195], [-0.805391, -4.763391, -1.635195], [1.126609, -4.658391, -1.177195], [0.069609, -5.365391, 0.099805], [0.320609, -3.562391, -0.087195], [-0.309391, -5.187391, -2.309195], [2.546609, 1.710609, 5.120805], [1.621609, 1.034609, 4.131805], [3.482609, 1.946609, 4.590805], [2.789609, 1.045609, 5.930805], [2.164609, 2.611609, 5.582805], [1.811609, 1.296609, 3.180805], [2.185609, 2.313609, -1.398195], [3.554609, 2.736609, -1.320195], [1.687609, 3.265609, -1.565195], [1.876609, 1.834609, -0.442195], [1.911609, 1.612609, -2.183195], [3.878609, 2.479609, -0.438195], [1.563609, -2.087391, -4.285195], [1.137609, -2.880391, -3.182195], [1.022609, -1.167391, -4.332195], [1.465609, -2.487391, -5.325195], [2.625609, -1.790391, -4.114195], [0.243609, -2.522391, -2.962195], [-1.311391, 2.510609, 3.612805], [-0.388391, 3.102609, 2.745805], [-2.592391, 2.779609, 3.677805], [-1.005391, 1.482609, 4.416805], [-2.800391, 3.651609, 3.051805], [-3.273391, 2.340609, 4.309805], [-0.063391, 1.173609, 4.153805], [-1.621391, 0.812609, 4.891805], [-3.839391, 0.478609, 1.249805], [-4.239391, 1.701609, 0.825805], [-4.382391, -0.640391, 0.745805], [-3.105391, 0.344609, 2.304805], [-5.103391, -0.419391, 0.045805], [-4.496391, -1.551391, 1.225805], [-2.691391, 1.235609, 2.749805], [-3.008391, -0.513391, 2.799805], [4.869609, 0.451609, 1.608805], [5.384609, 1.448609, 0.837805], [3.965609, 0.705609, 2.475805], [5.093609, -0.836391, 1.373805], [3.659609, 1.672609, 2.396805], [3.359609, 0.095609, 3.037805], [5.687609, -0.939391, 0.601805], [4.792609, -1.631391, 1.965805], [3.039609, -4.865391, 1.552805], [3.216609, -5.621391, 0.421805], [3.004609, -5.273391, 2.812805], [3.041609, -3.617391, 1.522805], [3.142609, -6.277391, 2.901805], [2.619609, -4.709391, 3.544805], [3.120609, -3.154391, 0.572805], [2.951609, -2.994391, 2.327805], [-2.452391, -1.716391, -1.921195], [-2.939391, -0.585391, -2.505195], [-1.453391, -2.277391, -2.432195], [-2.757391, -2.170391, -0.757195], [-1.446391, -2.087391, -3.409195], [-1.171391, -3.236391, -2.071195], [-3.322391, -1.593391, -0.112195], [-2.560391, -3.133391, -0.415195], [-4.591391, 2.648609, -2.444195], [-4.779391, 2.212609, -3.762195], [-5.205391, 3.629609, -1.876195], [-3.856391, 1.916609, -1.737195], [-5.797391, 4.186609, -2.492195], [-5.241391, 3.871609, -0.914195], [-3.524391, 1.052609, -2.140195], [-3.734391, 1.985609, -0.726195], [4.237609, -2.519391, -1.376195], [5.619609, -2.394391, -1.351195], [3.618609, -3.196391, -2.282195], [3.327609, -1.896391, -0.585195], [4.195609, -3.762391, -2.802195], [2.623609, -2.983391, -2.498195], [3.802609, -1.351391, 0.081805], [2.428609, -1.495391, -0.986195], [1.111609, -0.348391, 1.101805], [0.032609, -0.515391, 0.027805], [-0.676391, 0.781609, 0.007805], [0.400609, -0.899391, -1.101195], [1.572609, -1.276391, 1.402805], [0.679609, 0.164609, 1.945805], [1.950609, 0.249609, 0.867805], [-0.594391, -1.320391, 0.305805], [-0.920391, 1.150609, 0.982805], [-1.613391, 0.676609, -0.631195], [-0.173391, 1.557609, -0.468195], [-0.370391, -1.220391, -1.545195], [-0.141391, 1.265609, -4.311195], [-1.499391, 1.831609, -4.589195], [-1.513391, 3.298609, -4.933195], [-2.209391, 1.202609, -5.373195], [0.570609, 2.153609, -4.080195], [0.277609, 0.854609, -5.231195], [-0.122391, 0.639609, -3.375195], [-2.073391, 1.723609, -3.719195], [-0.906391, 3.470609, -5.797195], [-1.097391, 3.958609, -4.183195], [-2.574391, 3.578609, -5.192195], [-3.128391, 1.355609, -5.080195], [-1.803391, 5.500609, -1.995195], [-1.373391, 4.269609, -1.276195], [-0.259391, 4.770609, -0.352195], [-2.247391, 3.743609, -0.523195], [-0.949391, 5.904609, -2.497195], [-2.060391, 6.286609, -1.250195], [-2.664391, 5.330609, -2.655195], [-0.988391, 3.473609, -2.005195], [0.648609, 5.152609, -0.867195], [0.055609, 3.988609, 0.251805], [-0.729391, 5.520609, 0.358805], [-2.732391, 3.145609, -1.091195], [-0.573391, -1.488391, 3.981805], [-0.246391, -2.963391, 4.038805], [-0.097391, -3.637391, 2.651805], [0.879609, -3.067391, 4.580805], [0.184609, -1.027391, 3.422805], [-0.440391, -1.063391, 4.957805], [-1.442391, -1.110391, 3.533805], [-0.869391, -3.457391, 4.736805], [0.575609, -3.173391, 1.977805], [-1.155391, -3.762391, 2.190805], [0.238609, -4.687391, 2.786805], [0.854609, -2.882391, 5.491805]], "forces_ev_per_a": [[1.6, 0.3, -0.4], [-1.0, 1.2, 1.4], [0.3, -0.2, 0.9], [0.3, -0.1, 0.5], [-1.2, -0.9, -1.0], [0.3, -0.6, -1.2], [0.1, -0.3, -1.9], [1.8, 0.7, 0.0], [-0.4, 0.0, 0.4], [-0.2, -0.7, 0.0], [-0.6, 0.2, -0.4], [-0.3, 0.2, 2.0], [0.4, 0.8, 1.0], [-0.1, -1.0, 0.3], [-0.9, -0.3, 0.1], [0.0, 0.6, -0.6], [0.6, -0.1, -0.3], [0.4, 0.0, -0.6], [1.4, 0.7, -1.1], [-1.6, 0.2, -0.7], [-0.5, 0.7, 0.3], [0.0, -0.6, 1.1], [-0.7, -0.4, -0.3], [1.6, -0.6, 0.1], [4.9, 1.3, -2.8], [-5.0, -3.1, 4.7], [-2.6, 4.5, -2.6], [2.0, -1.0, -0.1], [-0.3, -2.3, 1.7], [0.7, 0.8, -0.5], [-0.1, -0.3, 1.0], [0.2, 1.0, -0.6], [-3.6, 5.6, -1.0], [2.0, -5.3, 1.9], [-2.0, -0.9, -1.3], [2.5, 2.0, 2.5], [0.5, -0.4, 0.4], [0.1, 1.4, 0.0], [-1.2, -1.9, -1.3], [0.1, -0.5, -0.1], [3.2, 3.4, -5.6], [-2.2, -4.6, 3.5], [-3.5, 2.5, 3.4], [0.3, -0.9, 1.0], [0.2, -0.2, 0.4], [0.9, 0.1, -0.7], [1.3, -1.2, -1.2], [0.6, 1.1, -0.7], [1.7, -6.5, -4.7], [-1.2, 3.0, 5.5], [0.2, -3.8, 1.0], [-0.2, 7.5, -2.8], [-0.4, 0.5, 0.6], [-0.1, -0.1, 0.2], [-0.3, -0.3, 1.3], [0.0, -0.8, -0.4], [-4.8, 8.3, -1.7], [1.6, -5.0, 2.8], [4.2, -3.8, -3.3], [-2.2, -1.8, 4.6], [0.3, -0.1, -1.1], [-0.5, 0.6, -0.8], [0.5, -0.4, -1.1], [0.2, 1.2, -0.9], [-2.1, -3.0, -8.3], [0.6, 2.8, 5.0], [-2.7, 3.6, -1.0], [3.7, -3.0, 2.6], [0.3, -0.3, 0.4], [0.5, -0.3, 0.6], [0.1, -0.2, -0.3], [-0.8, -0.1, -0.1], [6.3, 1.6, -0.6], [-6.9, -0.7, 1.0], [-1.7, -0.3, -0.8], [-1.2, 1.2, 0.1], [1.1, -1.4, -1.8], [1.0, -1.0, 0.4], [0.1, 1.4, 0.7], [1.5, -0.8, 0.5], [0.0, -0.8, 0.1], [-1.2, 2.8, 7.7], [-3.5, -0.2, -0.8], [5.0, -1.8, -7.8], [-0.1, -0.6, 0.3], [-0.3, -0.2, 0.3], [0.8, 0.9, -1.1], [-1.5, -0.6, 2.1], [-0.4, 0.2, 0.5], [0.7, 0.1, 0.9], [1.4, 1.2, -0.9], [-0.3, -0.3, -1.2], [2.1, 1.7, 0.9], [4.0, 5.1, 6.4], [-0.6, 1.0, -0.3], [-6.1, -6.2, -7.9], [-1.0, -1.4, -0.2], [0.0, -0.6, 0.2], [0.0, 0.1, -1.3], [0.1, 0.7, 2.9], [0.4, 0.1, -1.0], [-0.2, 0.1, 0.4], [1.1, -0.1, 0.4], [0.0, -0.4, -0.6], [-1.2, 0.9, -0.2], [6.2, 2.4, -3.2], [0.1, 1.4, -0.3], [-5.1, -2.8, 4.1], [0.3, 0.2, -0.9], [-0.2, -0.6, -0.3], [0.3, 0.2, -0.1], [0.1, 1.1, 0.4], [-0.8, 0.2, 0.3], [0.7, -1.6, 1.3], [0.7, -0.6, -1.0], [-0.4, -0.2, 0.1], [0.2, -0.3, 0.2], [-5.7, 0.8, -4.2], [-3.6, -1.7, 0.7], [9.6, -1.2, 2.3], [1.3, 0.5, -0.8], [-0.3, 0.1, 0.8], [-1.5, -0.1, -0.4], [-2.3, -1.0, -0.2], [0.4, 0.8, -0.4], [1.7, 0.5, 0.4], [-0.1, 0.6, 0.1], [0.2, 0.4, 1.7]], "lowdin_charge": [-0.102, -0.121, 0.078, 0.083, 0.085, 0.082, -0.041, -0.208, 0.072, 0.072, 0.080, 0.074, -0.137, -0.118, 0.062, 0.063, 0.060, 0.036, -0.109, -0.165, 0.043, 0.103, 0.099, 0.038, -0.601, -0.097, 0.119, 0.141, 0.197, 0.140, 0.041, 0.113, -0.569, -0.077, 0.133, 0.185, 0.155, 0.148, 0.092, 0.086, -0.612, -0.072, 0.151, 0.164, 0.125, 0.114, 0.084, 0.132, -0.666, -0.109, 0.158, 0.149, 0.123, 0.083, 0.081, 0.113, -0.634, -0.058, 0.129, 0.196, 0.149, 0.095, 0.044, 0.144, -0.625, -0.139, 0.201, 0.148, 0.133, 0.112, 0.062, 0.045, -0.550, -0.108, 0.187, 0.121, 0.102, 0.060, 0.029, 0.134, -0.028, -0.603, -0.007, 0.013, 0.056, 0.051, 0.048, 0.110, 0.061, 0.103, 0.049, 0.033, -0.026, -0.722, -0.029, 0.031, 0.102, 0.081, 0.070, 0.083, 0.071, 0.049, 0.104, 0.110, -0.067, -0.641, -0.055, -0.006, 0.072, 0.092, 0.079, 0.151, 0.091, 0.018, 0.109, 0.029, -0.030, -0.581, -0.027, 0.018, 0.037, 0.082, 0.032, 0.134, 0.017, 0.110, 0.089, 0.106], "fmax_ev_per_a": 11.72, "energy_ev": -76649.14500, "spin_multiplicity": 1, "orbital_gap_ev": 7.5}